Computed, not measured: a cluster of 13 separate species, C39H78O39 in total in a non-equilibrium geometry, with ωB97M-V with the def2-TZVPD basis set.

Computed properties:
E_tot ... -121553.03927 eV
ΔE to the lowest compared entry with this formula, charge and spin ... 180.6 kcal/mol
Highest occupied orbital energy ... -10.50 eV

Last column: Mulliken charge in e.
Cartesian coordinates (Å):
C (3.239, 0.943, 22.633)  -0.654
O (2.403, -0.124, 22.260)  -0.299
C (1.779, -0.888, 23.212)  0.763
O (1.883, -0.748, 24.419)  -0.563
O (0.934, -1.736, 22.564)  -0.230
C (0.247, -2.677, 23.308)  -0.678
H (4.164, 0.851, 22.064)  0.243
H (3.470, 0.971, 23.698)  0.336
H (2.822, 1.872, 22.244)  0.237
H (0.447, -2.694, 24.379)  0.342
H (0.609, -3.690, 23.131)  0.259
H (-0.821, -2.624, 23.094)  0.247
C (0.816, -6.579, 18.559)  -0.679
O (-0.202, -5.844, 19.199)  -0.223
C (-1.189, -5.263, 18.569)  0.715
O (-1.421, -5.217, 17.353)  -0.623
O (-2.049, -4.747, 19.507)  -0.165
C (-3.117, -3.933, 19.129)  -0.727
H (1.006, -6.194, 17.558)  0.303
H (0.513, -7.604, 18.346)  0.268
H (1.776, -6.610, 19.074)  0.268
H (-2.725, -2.924, 19.001)  0.299
H (-3.852, -3.962, 19.933)  0.235
H (-3.719, -4.226, 18.269)  0.325
C (0.636, 4.625, 13.832)  -0.580
O (0.513, 3.508, 14.691)  -0.338
C (-0.509, 2.627, 14.543)  0.822
O (-1.318, 2.636, 13.643)  -0.570
O (-0.404, 1.735, 15.469)  -0.279
C (-1.259, 0.539, 15.415)  -0.665
H (0.828, 4.052, 12.925)  0.270
H (1.371, 5.333, 14.214)  0.199
H (-0.300, 5.178, 13.759)  0.283
H (-1.353, -0.022, 14.486)  0.318
H (-2.265, 0.954, 15.487)  0.259
H (-1.106, -0.240, 16.163)  0.282
C (-6.410, -6.011, 13.322)  -0.626
O (-6.193, -4.953, 12.371)  -0.305
C (-5.860, -3.676, 12.734)  0.800
O (-5.773, -3.306, 13.955)  -0.609
O (-5.890, -2.944, 11.687)  -0.292
C (-5.920, -1.521, 11.904)  -0.640
H (-6.585, -6.934, 12.769)  0.254
H (-7.241, -5.852, 14.009)  0.282
H (-5.550, -6.243, 13.949)  0.294
H (-5.065, -1.173, 12.483)  0.286
H (-6.841, -1.042, 12.238)  0.299
H (-5.793, -1.121, 10.898)  0.256
C (-8.121, -6.277, 19.941)  -0.513
O (-8.930, -6.591, 21.077)  -0.228
C (-10.177, -6.889, 21.036)  0.720
O (-10.723, -7.378, 22.020)  -0.589
O (-10.838, -6.433, 19.881)  -0.312
C (-12.222, -6.328, 19.791)  -0.659
H (-8.407, -6.987, 19.166)  0.248
H (-7.058, -6.378, 20.160)  0.254
H (-8.287, -5.274, 19.546)  0.233
H (-12.651, -7.329, 19.845)  0.288
H (-12.543, -5.958, 18.817)  0.262
H (-12.747, -5.706, 20.516)  0.295
C (0.339, -13.402, 17.991)  -0.647
O (-0.974, -13.556, 17.396)  -0.305
C (-1.196, -13.959, 16.115)  0.833
O (-0.274, -14.364, 15.381)  -0.617
O (-2.485, -13.905, 15.888)  -0.274
C (-3.009, -14.222, 14.667)  -0.640
H (0.118, -13.316, 19.054)  0.232
H (0.713, -12.425, 17.685)  0.279
H (1.098, -14.103, 17.643)  0.317
H (-3.137, -15.293, 14.507)  0.272
H (-2.325, -13.791, 13.935)  0.334
H (-3.926, -13.640, 14.572)  0.218
C (2.942, -0.071, 12.034)  -0.678
O (2.584, -1.345, 12.605)  -0.252
C (3.436, -2.409, 12.545)  0.732
O (4.593, -2.486, 12.000)  -0.603
O (2.940, -3.381, 13.353)  -0.267
C (3.679, -4.588, 13.593)  -0.632
H (2.001, 0.400, 11.750)  0.249
H (3.603, -0.029, 11.168)  0.337
H (3.501, 0.566, 12.721)  0.292
H (2.933, -5.376, 13.693)  0.233
H (4.330, -4.425, 14.452)  0.255
H (4.260, -4.847, 12.707)  0.334
C (-3.228, -9.791, 19.237)  -0.510
O (-4.300, -10.675, 18.891)  -0.323
C (-5.182, -10.268, 17.979)  0.831
O (-5.079, -9.257, 17.297)  -0.577
O (-6.146, -11.202, 17.934)  -0.336
C (-7.333, -10.980, 17.124)  -0.603
H (-3.593, -8.793, 19.479)  0.277
H (-2.688, -9.711, 18.294)  0.179
H (-2.494, -10.168, 19.950)  0.277
H (-7.839, -10.032, 17.301)  0.202
H (-8.017, -11.806, 17.318)  0.287
H (-7.284, -11.021, 16.036)  0.297
C (2.797, -11.438, 12.619)  -0.716
O (1.483, -10.912, 12.394)  -0.344
C (0.861, -10.225, 13.334)  0.898
O (1.354, -9.928, 14.406)  -0.609
O (-0.385, -10.048, 12.947)  -0.333
C (-1.381, -9.607, 13.859)  -0.646
H (3.112, -12.282, 12.005)  0.282
H (3.034, -11.599, 13.671)  0.311
H (3.542, -10.698, 12.324)  0.313
H (-0.977, -9.756, 14.861)  0.295
H (-2.320, -10.150, 13.747)  0.235
H (-1.598, -8.540, 13.828)  0.310
C (-1.444, -8.228, 24.109)  -0.504
O (-2.080, -7.363, 25.042)  -0.328
C (-3.278, -6.824, 24.734)  0.781
O (-3.812, -6.976, 23.609)  -0.561
O (-3.714, -6.120, 25.793)  -0.298
C (-5.119, -5.706, 25.738)  -0.610
H (-1.207, -7.651, 23.215)  0.208
H (-2.189, -8.989, 23.878)  0.279
H (-0.514, -8.606, 24.535)  0.224
H (-5.348, -4.913, 25.026)  0.268
H (-5.444, -5.232, 26.664)  0.250
H (-5.708, -6.597, 25.525)  0.291
C (7.505, -5.122, 19.618)  -0.659
O (7.538, -4.684, 20.926)  -0.294
C (6.461, -4.789, 21.721)  0.796
O (5.377, -5.219, 21.427)  -0.551
O (6.802, -4.283, 22.919)  -0.319
C (5.838, -4.095, 23.918)  -0.730
H (8.434, -4.823, 19.131)  0.246
H (6.653, -4.778, 19.031)  0.298
H (7.534, -6.207, 19.522)  0.298
H (5.968, -4.983, 24.537)  0.296
H (4.791, -4.093, 23.614)  0.310
H (5.842, -3.318, 24.683)  0.307
C (-5.665, 2.487, 23.188)  -0.448
O (-4.495, 3.009, 22.581)  -0.294
C (-3.650, 2.102, 21.865)  0.764
O (-3.736, 0.858, 21.790)  -0.574
O (-2.602, 2.797, 21.309)  -0.299
C (-1.826, 2.118, 20.380)  -0.620
H (-6.139, 3.246, 23.810)  0.208
H (-5.295, 1.618, 23.734)  0.280
H (-6.378, 2.112, 22.454)  0.171
H (-2.365, 1.391, 19.773)  0.318
H (-0.998, 1.667, 20.926)  0.262
H (-1.445, 2.858, 19.675)  0.231
C (-6.743, 1.170, 16.866)  -0.661
O (-6.992, 0.025, 17.693)  -0.234
C (-7.605, 0.152, 18.895)  0.764
O (-7.928, 1.226, 19.456)  -0.609
O (-7.811, -1.120, 19.346)  -0.273
C (-8.360, -1.433, 20.628)  -0.649
H (-6.310, 2.001, 17.422)  0.301
H (-7.650, 1.436, 16.324)  0.292
H (-6.033, 0.919, 16.078)  0.233
H (-9.129, -2.188, 20.463)  0.238
H (-8.679, -0.545, 21.173)  0.344
H (-7.578, -1.820, 21.282)  0.249